3 unconnected molecules or ions with the total composition C43H53ClN3O8P4. Source: the OMol25 dataset; level of theory: the ωB97M-V functional and the def2-TZVPD basis.

Summary:
**Frontier orbital gap**: 8.2 eV
**Electronic energy**: -115977.875 eV
**LUMO**: -2.75 eV

```
! RIJCOSX wB97M-V def2-TZVPD def2/J DEFGRID3
* xyz 1 1
C -1.195 2.579 1.907
C -0.420 1.923 0.768
C -1.258 1.633 -0.487
N -2.291 2.634 -0.698
C -2.948 2.725 -1.929
C -4.012 3.824 -1.926
P -3.347 5.529 -1.525
N -1.836 5.361 -2.332
O -2.926 5.293 0.053
C -5.182 3.481 -0.984
C -6.391 4.394 -1.239
C -7.426 4.337 -0.102
C -7.690 5.682 0.572
Cl -8.965 3.630 -0.709
C -5.664 2.023 -1.082
C -4.581 0.958 -1.220
P -5.112 -0.805 -1.440
C -5.928 -1.127 0.169
C -4.910 -1.655 1.188
C -6.452 -0.764 -2.693
C -7.818 -0.150 -2.331
N -3.732 1.402 -2.382
P -2.882 0.094 -3.344
P -2.473 1.398 -5.060
O -3.321 2.602 -4.946
O -0.912 1.676 -5.241
O -2.775 0.402 -6.248
H -0.514 2.865 2.707
H -1.720 3.477 1.577
H -1.928 1.887 2.332
H -0.033 0.965 1.123
H 0.459 2.515 0.508
H -0.617 1.640 -1.376
H -1.682 0.618 -0.401
H -2.924 2.695 0.086
H -2.242 2.904 -2.729
H -4.397 3.932 -2.948
H -1.978 5.203 -3.327
H -1.296 6.217 -2.250
H -3.127 6.107 0.541
H -4.853 3.670 0.046
H -6.857 4.101 -2.182
H -6.052 5.426 -1.352
H -7.093 3.630 0.658
H -7.912 5.545 1.630
H -6.815 6.329 0.492
H -8.548 6.182 0.124
H -6.339 1.924 -1.937
H -6.257 1.797 -0.194
H -3.951 0.933 -0.328
H -6.389 -0.217 0.565
H -6.721 -1.855 -0.012
H -4.249 -0.854 1.527
H -4.276 -2.425 0.749
H -5.416 -2.065 2.061
H -6.034 -0.285 -3.585
H -6.564 -1.818 -2.960
H -7.978 -0.097 -1.254
H -8.625 -0.739 -2.765
H -7.927 0.853 -2.742
H -4.388 1.747 -3.093
H -1.641 -0.026 -2.712
H -0.613 2.416 -4.687
H -2.680 0.820 -7.119
C 2.449 -0.592 -3.751
C 1.538 -0.176 -2.785
C 1.964 0.140 -1.509
C 3.309 0.036 -1.182
C 4.223 -0.393 -2.141
C 3.791 -0.702 -3.426
C 5.674 -0.541 -1.806
O 6.466 -0.910 -2.643
C 6.094 -0.233 -0.410
C 7.424 -0.411 -0.054
C 7.838 -0.128 1.237
C 6.930 0.344 2.178
C 5.601 0.521 1.831
C 5.177 0.228 0.541
C 3.739 0.401 0.202
O 2.933 0.819 1.007
H 2.114 -0.832 -4.751
H 0.486 -0.086 -3.030
H 1.272 0.467 -0.747
H 4.519 -1.026 -4.157
H 8.129 -0.778 -0.787
H 8.873 -0.278 1.514
H 7.258 0.562 3.185
H 4.880 0.879 2.553
C 5.879 -5.367 0.318
C 5.832 -4.019 0.654
C 6.088 -3.612 1.951
C 6.390 -4.554 2.925
C 6.423 -5.909 2.595
C 6.172 -6.311 1.288
C 6.716 -6.947 3.628
O 6.753 -8.123 3.340
C 6.954 -6.481 5.025
C 7.188 -7.427 6.015
C 7.424 -7.021 7.317
C 7.433 -5.667 7.636
C 7.198 -4.720 6.654
C 6.953 -5.122 5.347
C 6.683 -4.085 4.311
O 6.699 -2.902 4.581
H 5.687 -5.680 -0.700
H 5.597 -3.279 -0.102
H 6.056 -2.563 2.215
H 6.212 -7.365 1.050
H 7.182 -8.475 5.749
H 7.603 -7.759 8.087
H 7.623 -5.353 8.654
H 7.199 -3.664 6.885
*
```

A molecular structure, C52H49BClF4N4O4P2SiV. Source: the OMol25 dataset; level of theory: the ωB97M-V functional and the def2-TZVPD basis.

Summary:
**Frontier orbital gap (alpha / beta)**: 2.2 / 2.1 eV
**Electronic energy**: -145081.326 eV
**LUMO (alpha / beta)**: 1.85 / 1.89 eV
**Relative energy (zero: lowest compared OMol25 entry of this formula, charge and spin)**: 6.429 eV

```
! RIJCOSX wB97M-V def2-TZVPD def2/J DEFGRID3
* xyz -1 4
V -0.240 0.766 -1.159
C 1.926 -2.968 -0.796
Si 1.034 -2.104 0.578
C -0.116 -3.314 1.430
C 0.477 -4.231 2.302
C -0.240 -5.317 2.825
C -1.576 -5.481 2.608
C -2.255 -4.521 1.820
C -1.572 -3.455 1.282
P -2.562 -2.246 0.397
C -2.706 -2.829 -1.325
C -3.527 -2.202 -2.313
C -3.156 -2.331 -3.663
C -2.132 -3.134 -4.115
C -1.356 -3.793 -3.147
C -1.664 -3.686 -1.760
C -4.222 -2.298 1.084
C -5.337 -2.920 0.458
C -6.627 -2.690 0.942
C -6.845 -1.975 2.146
C -5.706 -1.550 2.877
C -4.372 -1.741 2.379
C 2.199 -1.178 1.793
C 3.503 -1.535 2.128
C 4.437 -0.604 2.607
C 4.046 0.652 3.004
C 2.689 1.046 2.778
C 1.795 0.092 2.407
P 0.020 0.422 2.737
C -0.409 1.801 1.597
C -1.438 2.724 1.916
C -1.470 3.924 1.295
C -0.459 4.233 0.336
C 6.189 6.117 0.915
C 6.648 4.816 0.578
C -0.278 1.080 4.435
C 0.063 2.372 4.913
C -0.198 2.679 6.235
C -0.681 1.659 7.113
C -1.001 0.418 6.628
C -0.992 0.225 5.248
H 3.042 -2.855 -0.661
H 1.661 -4.035 -0.576
H 1.668 -2.706 -1.844
H 1.551 -4.276 2.369
H 0.374 -6.150 3.276
H -2.194 -6.339 2.946
H -3.266 -4.684 1.522
H -4.458 -1.741 -2.033
H -3.700 -1.790 -4.388
H -2.044 -3.411 -5.190
H -0.531 -4.425 -3.374
H -1.190 -4.358 -1.077
H -5.234 -3.588 -0.394
H -7.461 -3.018 0.323
H -7.827 -1.812 2.568
H -5.820 -0.982 3.843
H -3.539 -1.426 3.018
H 3.834 -2.556 2.094
H 5.479 -0.927 2.618
H 4.801 1.258 3.482
H 2.389 2.113 3.029
H -2.275 2.475 2.534
H -2.199 4.697 1.611
H -0.272 5.283 0.076
H 6.659 6.980 0.434
H 7.309 4.737 -0.340
H 0.638 3.051 4.298
H -0.191 3.675 6.605
H -0.666 1.832 8.202
H -1.366 -0.406 7.298
H -1.435 -0.670 4.833
F 5.083 -0.702 -0.524
B 6.350 -0.829 -0.837
F 0.124 -0.970 -0.231
F 7.247 -0.020 -0.313
F 6.701 -1.576 -1.907
C 0.442 -2.075 -7.018
C -0.791 -1.337 -7.407
C -1.684 -1.899 -8.284
C -2.670 -1.095 -8.831
Cl -3.799 -1.713 -9.935
C -2.795 0.252 -8.456
C -2.071 0.825 -7.394
C -1.054 -0.001 -6.942
O -0.226 0.262 -5.881
C -0.230 1.467 -5.121
C -0.506 1.254 -3.650
O -0.192 2.149 -2.737
O -0.818 0.120 -3.229
H 1.369 -1.638 -7.447
H 0.354 -3.098 -7.444
H 0.425 -2.126 -5.880
H -1.609 -2.952 -8.513
H -3.484 0.897 -9.063
H -2.331 1.802 -6.998
H -0.868 2.284 -5.462
H 0.819 1.827 -5.197
N -2.895 -0.043 0.264
N -2.496 0.606 -0.901
H -3.895 0.035 0.386
H -2.409 0.209 1.104
H -2.902 1.575 -1.012
H -2.756 0.116 -1.775
N 3.894 4.705 4.901
C 3.767 5.307 3.629
O 2.700 5.870 3.295
C 4.908 5.087 2.671
C 5.394 3.859 2.347
C 6.266 3.693 1.263
N 0.369 1.924 0.447
C 0.277 3.143 -0.168
C 5.288 6.225 1.894
H 3.218 5.096 5.537
H 4.825 4.682 5.288
H 4.933 2.942 2.816
H 6.629 2.652 1.025
H 0.790 3.247 -1.172
H 4.683 7.091 2.246
*
```

A molecular structure, C34H72N3O3P2S2SiY. Source: the OMol25 dataset; level of theory: the ωB97M-V functional and the def2-TZVPD basis.

Summary:
**Frontier orbital gap**: 6.0 eV
**Electronic energy**: -96217.726 eV
**LUMO**: 4.02 eV
**Relative energy (zero: lowest compared OMol25 entry of this formula, charge and spin)**: 0.000 eV

```
! RIJCOSX wB97M-V def2-TZVPD def2/J DEFGRID3
* xyz -2 1
Y 1.133 0.185 0.185
C -2.764 1.756 1.088
C -1.594 2.573 1.555
C -1.788 3.768 2.235
C -0.659 4.532 2.540
C 0.584 4.126 2.129
C 0.718 2.918 1.383
N -0.390 2.137 1.197
N 1.830 2.453 0.820
Si 3.121 3.392 0.201
C 4.369 3.936 1.520
C 2.513 4.957 -0.640
C 3.990 2.330 -1.070
H -3.288 2.293 0.293
H -3.474 1.561 1.893
H -2.404 0.813 0.683
H -2.787 4.093 2.494
H -0.766 5.463 3.088
H 1.468 4.714 2.341
H 3.910 4.617 2.243
H 5.202 4.467 1.047
H 4.775 3.086 2.074
H 1.964 5.605 0.048
H 1.847 4.697 -1.467
H 3.356 5.527 -1.043
H 4.158 1.319 -0.689
H 4.952 2.753 -1.373
H 3.357 2.250 -1.960
C 2.077 -2.618 -3.675
C 2.097 -2.149 -2.215
C 3.515 -2.261 -1.660
C 1.532 -0.741 -2.028
H 1.060 -2.590 -4.077
H 2.467 -3.638 -3.793
H 2.688 -1.947 -4.288
H 1.467 -2.850 -1.651
H 4.184 -1.599 -2.223
H 3.908 -3.282 -1.748
H 3.557 -1.954 -0.613
H 0.563 -0.682 -2.553
H 2.169 -0.031 -2.587
C -3.496 5.250 -3.861
C -2.461 5.098 -2.754
C -2.933 4.166 -1.651
O -1.187 4.781 -3.323
P -0.549 3.332 -3.674
S 0.936 3.691 -4.904
S -0.196 2.286 -2.041
O -1.849 2.713 -4.450
C -2.034 1.340 -4.831
C -2.767 0.588 -3.731
C -0.760 0.633 -5.265
H -4.423 5.660 -3.450
H -3.702 4.283 -4.318
H -3.124 5.924 -4.633
H -2.293 6.083 -2.306
H -3.136 3.166 -2.035
H -3.854 4.576 -1.225
H -2.185 4.075 -0.865
H -2.696 1.411 -5.702
H -2.135 0.499 -2.847
H -3.035 -0.413 -4.080
H -3.683 1.116 -3.456
H -0.066 0.516 -4.433
H -0.256 1.193 -6.051
H -1.024 -0.360 -5.639
C 1.439 -3.729 2.436
C 0.118 -4.222 1.823
C 0.512 -4.821 0.465
C -0.463 -5.350 2.685
P -0.968 -2.671 1.534
N -0.115 -1.486 1.080
C -2.300 -3.154 0.254
C -1.651 -3.059 -1.137
C -3.406 -2.090 0.267
C -2.972 -4.523 0.413
C -1.856 -2.331 3.191
C -0.794 -2.218 4.294
C -2.481 -0.934 3.094
C -2.924 -3.331 3.644
H 2.186 -4.528 2.350
H 1.353 -3.476 3.490
H 1.806 -2.850 1.901
H 1.305 -5.558 0.634
H 0.907 -4.055 -0.201
H -0.305 -5.337 -0.034
H 0.251 -6.183 2.697
H -1.406 -5.738 2.296
H -0.622 -5.053 3.721
H -1.049 -2.153 -1.222
H -2.443 -3.028 -1.893
H -1.011 -3.909 -1.365
H -2.987 -1.089 0.186
H -4.032 -2.139 1.157
H -4.055 -2.253 -0.599
H -2.280 -5.350 0.275
H -3.749 -4.623 -0.354
H -3.457 -4.644 1.384
H 0.011 -1.551 3.983
H -0.365 -3.176 4.578
H -1.265 -1.792 5.186
H -1.753 -0.224 2.696
H -2.782 -0.608 4.097
H -3.364 -0.911 2.460
H -2.548 -4.353 3.721
H -3.789 -3.336 2.984
H -3.282 -3.037 4.638
C 3.427 -0.914 3.508
C 3.614 0.056 2.340
C 5.106 0.223 2.041
O 2.948 -0.388 1.214
H 3.942 -0.567 4.410
H 3.817 -1.900 3.235
H 2.363 -1.026 3.731
H 3.222 1.039 2.661
H 5.528 -0.751 1.773
H 5.656 0.620 2.902
H 5.252 0.894 1.194
*
```